# C32H48BrIN4O3PPd

A molecular structure, C32H48BrIN4O3PPd at a distorted geometry (the ωB97M-V functional and the def2-TZVPD basis, the Open Molecules 2025 dataset).

Structure (ORCA input):
```
! wB97M-V def2-TZVPD RIJCOSX def2/J DEFGRID3
* xyz 1 1
Pd 0.15870 -0.01212 0.19295
C 2.65945 -6.96553 -2.25281
C 1.26624 -6.96529 -1.59905
C 0.34861 -7.87709 -2.41491
C 1.37290 -7.52533 -0.17106
C 0.74551 -5.53464 -1.53736
C 1.45739 -4.57273 -0.81174
C 1.00036 -3.28892 -0.78625
Br 1.99487 -2.00820 0.20417
C -0.19214 -2.82458 -1.44070
O -0.53696 -1.59655 -1.37564
C -0.94012 -3.83407 -2.15012
C -0.42609 -5.12135 -2.17806
C -2.26932 -3.61035 -2.90201
C -2.05315 -3.92847 -4.39010
C -3.32069 -4.57371 -2.31870
C -2.86907 -2.20238 -2.81505
H 3.05260 -7.98496 -2.28275
H 3.36871 -6.34902 -1.69555
H 2.60882 -6.58695 -3.27728
H 0.76136 -8.88753 -2.42193
H 0.26874 -7.54473 -3.45372
H -0.65499 -7.93188 -1.98332
H 1.72418 -8.55908 -0.20696
H 0.40058 -7.51115 0.32856
H 2.07895 -6.95394 0.43704
H 2.36337 -4.83134 -0.27517
H -0.98440 -5.86553 -2.73012
H -1.74013 -4.96237 -4.55044
H -1.28892 -3.27284 -4.81749
H -2.98495 -3.77160 -4.93973
H -3.03724 -5.62069 -2.44028
H -4.27833 -4.42571 -2.82503
H -3.46396 -4.38262 -1.25144
H -2.20899 -1.44532 -3.23556
H -3.09573 -1.92857 -1.78432
H -3.80260 -2.19585 -3.38442
O -0.62531 2.07589 0.33556
P -1.90786 2.51335 0.99908
N -2.46822 3.81849 0.18790
C -3.74965 4.47946 0.50473
C -4.16615 5.16725 -0.80782
C -3.34067 4.46138 -1.88982
C -2.02559 4.17711 -1.17634
N -2.97381 1.24373 1.05304
C -3.28345 0.61895 -0.26714
C -4.71738 0.09577 -0.12724
C -5.33702 1.00556 0.93579
C -4.18236 1.19727 1.91091
N -1.83377 3.00043 2.56419
C -1.48715 2.05964 3.64653
C -1.62635 2.90789 4.92924
C -1.67463 4.37481 4.43829
C -1.25871 4.29155 2.97105
H -3.63559 5.20653 1.31093
H -4.49069 3.74692 0.83124
H -3.90107 6.22435 -0.77251
H -5.23882 5.09858 -0.97804
H -3.20938 5.06714 -2.78500
H -3.81706 3.52020 -2.17691
H -1.40490 5.07794 -1.14890
H -1.43775 3.37798 -1.61755
H -2.58513 -0.17510 -0.50513
H -3.21731 1.36263 -1.06778
H -4.70622 -0.93701 0.22791
H -5.24909 0.12250 -1.07736
H -6.21689 0.57411 1.41138
H -5.62241 1.96208 0.48945
H -4.11949 0.32790 2.57361
H -4.26259 2.08860 2.53029
H -0.45276 1.71614 3.52874
H -2.13957 1.18742 3.63494
H -0.78427 2.73105 5.59673
H -2.53410 2.64901 5.47199
H -1.03023 5.03713 5.01320
H -2.69263 4.75746 4.49769
H -0.16536 4.26638 2.88583
H -1.63067 5.10748 2.35771
O -1.41344 -1.67629 2.06342
C -0.71479 -0.84002 1.79224
I 2.74512 1.72404 0.61482
C 2.22975 1.46056 -1.39683
C 3.05090 1.92003 -2.40895
C 2.63244 1.71768 -3.71464
C 1.42664 1.07703 -3.95641
C 0.68031 0.63799 -2.88067
N 1.08011 0.82759 -1.62053
H 3.98291 2.41625 -2.18063
H 3.24865 2.05957 -4.53847
H 1.06851 0.91207 -4.96408
H -0.25654 0.11160 -3.00218
*
```

Computed properties:
- energy above the lowest of the compared OMol25 structures with the same formula, charge and spin (kcal/mol) = 0.0
- orbital gap (spin up / spin down) (eV) = 4.71 / 4.22
- LUMO level (spin up / spin down) (Eh) = -0.1776 / -0.1882
- E_HOMO (spin up / spin down) (eV) = -9.54 / -9.34
- E (Ha) = -5033.7024

# C4H9N2

2 unconnected molecules or ions with the total composition C4H9N2 at a distorted geometry (the ωB97M-V functional and the def2-TZVPD basis, the Open Molecules 2025 dataset).

Structure (ORCA input):
```
! wB97M-V def2-TZVPD RIJCOSX def2/J DEFGRID3
* xyz 1 1
C -0.43483 -0.12839 -0.21572
C -0.60443 -0.50513 1.13996
C -1.29586 -1.00940 2.28239
C 1.86398 0.37325 1.00978
N 0.55428 -0.01215 0.73001
N -0.44537 1.04167 -3.90968
H -1.33185 1.24247 -4.34946
H -0.72429 -0.93123 3.20523
H -1.56040 -2.05717 2.09535
H -2.25813 -0.49556 2.37507
H 2.10149 1.28088 0.44701
H 2.01471 0.52050 2.08017
H 2.55394 -0.40466 0.65724
H 0.13736 0.50071 -4.52908
H -0.57059 0.58422 -3.01829
*
```

Computed properties:
- energy above the lowest of the compared OMol25 structures with the same formula, charge and spin (kcal/mol) = 124.6
- orbital gap (eV) = 6.10
- LUMO level (Eh) = -0.2208
- E_HOMO (eV) = -12.11
- E (Ha) = -266.9008

# C52H40I2N5O7P2S2SeW

A molecular structure, C52H40I2N5O7P2S2SeW at a distorted geometry (the ωB97M-V functional and the def2-TZVPD basis, the Open Molecules 2025 dataset).

Structure (ORCA input):
```
! wB97M-V def2-TZVPD RIJCOSX def2/J DEFGRID3
* xyz 1 1
W 0.52663 -0.79445 1.07575
I -2.00159 -0.48719 5.55367
C -0.57011 0.79206 4.78460
C -0.08808 1.86404 5.56364
C 0.81376 2.76144 5.06152
I 1.43071 4.35005 6.25594
C 1.30305 2.60843 3.73431
C 2.22976 3.45175 3.10181
C 2.62947 3.18274 1.81808
C 2.12241 2.06395 1.15603
N 1.23279 1.26013 1.69682
C 0.82218 1.52399 2.98029
C -0.13085 0.61985 3.49620
O -0.58741 -0.31510 2.67526
H -0.45531 1.97201 6.57507
H 2.62464 4.30328 3.64020
H 3.35143 3.80342 1.30703
H 2.46865 1.82338 0.16587
O 0.47358 -2.63891 2.33447
S 1.58006 -2.26424 3.27764
O 1.25035 -2.14629 4.65239
O 2.06970 -1.01000 2.61179
C 2.77403 -3.53768 3.08335
C 2.97997 -4.35868 4.17986
C 3.74972 -5.50713 4.04692
C 4.27810 -5.83568 2.81145
C 4.07777 -5.00155 1.71628
C 3.33146 -3.84261 1.84131
S 3.41701 -2.71978 0.45356
O 4.33964 -1.70383 0.87234
O 3.77389 -3.53457 -0.67263
O 2.03100 -2.14290 0.19745
H 2.52130 -4.10257 5.12440
H 3.91767 -6.14321 4.90476
H 4.86316 -6.73717 2.68974
H 4.52143 -5.23778 0.75953
C -0.16862 0.58868 -2.72933
N -0.45870 1.94578 -2.37074
C -0.34890 2.32196 -0.98999
P -1.28152 1.14249 0.11671
C -1.83647 2.18687 1.49441
C -2.86527 1.71312 2.30754
C -3.33147 2.47865 3.36258
C -2.75822 3.71308 3.63575
C -1.72551 4.18531 2.84100
C -1.27081 3.43040 1.76823
C -2.78378 0.97828 -0.91196
C -3.15573 -0.19499 -1.55584
C -4.25232 -0.21449 -2.40417
C -4.99196 0.94060 -2.61254
C -4.63440 2.11454 -1.96642
C -3.53862 2.13325 -1.11723
C -1.15891 2.74504 -3.28776
C -1.18731 4.13706 -3.15732
C -1.90132 4.91276 -4.05467
C -2.58627 4.33000 -5.11099
C -2.54217 2.95369 -5.25732
C -1.84242 2.16347 -4.35718
P 1.02640 -0.34130 -1.66145
C 0.97121 -1.88320 -2.64556
C 2.16525 -2.52666 -2.95861
C 2.16160 -3.69586 -3.70509
C 0.96899 -4.22201 -4.17374
C -0.22745 -3.57683 -3.88854
C -0.22913 -2.42239 -3.12366
C 2.64256 0.36789 -2.10495
C 2.88270 0.88256 -3.38192
C 4.13013 1.38478 -3.70766
C 5.16095 1.36120 -2.77446
C 4.93785 0.83190 -1.51480
C 3.68147 0.34371 -1.18230
H 0.22858 0.55253 -3.74592
H -1.06813 -0.03278 -2.74737
H -0.79050 3.30321 -0.85891
H 0.69322 2.39184 -0.67166
H -3.28469 0.73542 2.11534
H -4.12997 2.09904 3.98681
H -3.11345 4.30491 4.46933
H -1.26987 5.14463 3.05120
H -0.45243 3.82088 1.17873
H -2.59371 -1.10333 -1.39299
H -4.53203 -1.13645 -2.89827
H -5.84765 0.92472 -3.27474
H -5.20360 3.02108 -2.12352
H -3.27424 3.05723 -0.61672
H -0.62692 4.62750 -2.37205
H -1.90464 5.98842 -3.93299
H -3.13612 4.94156 -5.81304
H -3.06821 2.47795 -6.07526
H -1.86043 1.08901 -4.47994
H 3.10675 -2.13205 -2.60592
H 3.09966 -4.19137 -3.91616
H 0.96928 -5.12887 -4.76420
H -1.16376 -3.97772 -4.25490
H -1.18028 -1.96141 -2.89521
H 2.11052 0.89119 -4.13984
H 4.30187 1.78638 -4.69755
H 6.13723 1.74515 -3.04007
H 5.73769 0.77545 -0.78811
H 3.53426 -0.09377 -0.20732
Se -0.12825 -3.84622 -0.27354
N -1.43966 -4.72127 0.44526
C -2.32337 -3.85307 0.94407
C -3.50466 -4.20050 1.63926
C -4.28693 -3.17769 2.07206
C -3.89530 -1.83879 1.79706
N -2.81140 -1.47776 1.16071
C -2.01067 -2.47895 0.73938
N -0.85307 -2.22447 0.09071
H -3.73776 -5.24393 1.80223
H -5.20407 -3.34899 2.61701
H -4.54707 -1.03727 2.13037
*
```

Computed properties:
- energy above the lowest of the compared OMol25 structures with the same formula, charge and spin (kcal/mol) = 14.0
- orbital gap (eV) = 5.96
- LUMO level (Eh) = -0.1477
- E_HOMO (eV) = -9.98
- E (Ha) = -7348.8974

# C15H19N3O4S2

C15H19N3O4S2 in the gas phase at a distorted geometry (the ωB97M-V functional and the def2-TZVPD basis, the Open Molecules 2025 dataset).

Structure (ORCA input):
```
! wB97M-V def2-TZVPD RIJCOSX def2/J DEFGRID3
* xyz 0 1
C 3.72198 2.34013 0.95099
C 3.89762 0.83326 0.84228
O 3.44805 0.41939 -0.43560
C 3.91711 -0.82917 -0.86344
C 3.35787 -2.03316 -0.07628
C 1.87972 -2.08812 -0.17743
N 1.24988 -2.57749 -1.18467
N -0.07012 -2.50246 -1.09559
C -0.47242 -1.94213 -0.00494
N -1.79274 -1.75302 0.30059
C -2.18655 -1.04532 1.39293
O -1.40936 -0.60902 2.21400
C -3.68233 -0.89609 1.52199
H -3.92784 -0.14618 2.26920
H -4.13414 -1.84675 1.80341
S -4.54495 -0.45540 -0.03689
O -5.94780 -0.40914 0.25951
O -4.11373 -1.39852 -1.04069
C -3.99747 1.22748 -0.49897
C -2.51995 1.25379 -0.65666
C -1.70987 1.80607 0.32917
C -0.33322 1.78595 0.19365
C 0.25072 1.21369 -0.92424
C -0.55233 0.66053 -1.90965
C -1.92936 0.68180 -1.77980
H -2.55419 0.23906 -2.54026
H -0.10361 0.20161 -2.77715
H 1.32589 1.18125 -1.01849
H 0.28181 2.20683 0.97422
H -2.15679 2.25220 1.20591
H -4.52752 1.43071 -1.42720
H -4.36204 1.87770 0.29110
H -2.48053 -1.98519 -0.42049
S 0.81477 -1.43594 1.06094
H 3.77774 -2.93956 -0.51385
H 3.65544 -1.96633 0.97037
H 3.60376 -0.91211 -1.90677
H 5.01664 -0.86077 -0.81162
H 3.31877 0.33110 1.63089
H 4.95798 0.56636 0.96505
H 4.30515 2.83951 0.18185
H 2.67707 2.60197 0.81414
H 4.05090 2.68149 1.92848
*
```

Computed properties:
- SMILES = CCOCCc1nnc(NC(=O)CS(=O)(=O)Cc2ccccc2)s1
- energy above the lowest of the compared OMol25 structures with the same formula, charge and spin (kcal/mol) = 47.5
- orbital gap (eV) = 9.47
- LUMO level (Eh) = 0.0209
- E_HOMO (eV) = -8.90
- E (Ha) = -1844.5816